{
  "formula": "C26H64ClI2N3O20P5S",
  "method": "ωB97M-V/def2-TZVPD",
  "energy_ha": -5858.6510,
  "spin_multiplicity": 1,
  "total_charge": 1,
  "e_lumo_ev": -4.00,
  "symbols": ["C", "C", "N", "C", "C", "C", "C", "Cl", "C", "N", "C", "S", "C", "I", "C", "C", "I", "N", "H", "H", "H", "H", "H", "H", "H", "H", "H", "H", "H", "H", "H", "H", "H", "H", "H", "H", "H", "C", "O", "P", "O", "O", "C", "O", "C", "H", "H", "H", "H", "H", "H", "H", "H", "H", "C", "O", "P", "O", "O", "C", "O", "C", "H", "H", "H", "H", "H", "H", "H", "H", "H", "C", "O", "P", "O", "O", "C", "O", "C", "H", "H", "H", "H", "H", "H", "H", "H", "H", "C", "O", "P", "O", "O", "C", "O", "C", "H", "H", "H", "H", "H", "H", "H", "H", "H", "C", "O", "P", "O", "O", "C", "O", "C", "H", "H", "H", "H", "H", "H", "H", "H", "H"],
  "coordinates": [[-2.999, 4.513, 4.151], [-1.935, 3.324, 4.647], [-0.555, 3.810, 4.240], [0.475, 2.716, 4.241], [1.692, 3.202, 5.246], [2.906, 3.726, 4.283], [2.488, 4.247, 2.808], [1.664, 5.933, 3.039], [1.481, 3.220, 1.938], [0.515, 4.198, 1.323], [-0.712, 3.709, 1.032], [-2.179, 2.794, 0.892], [2.447, 2.666, 0.751], [2.863, 4.261, -0.760], [2.034, 1.370, -0.099], [0.684, 1.485, -1.043], [1.912, -0.551, 0.934], [0.930, 2.211, 2.895], [-3.536, 4.235, 3.148], [-2.408, 5.525, 3.935], [-3.795, 4.746, 4.977], [-2.243, 2.288, 4.188], [-2.009, 3.333, 5.837], [-0.275, 4.657, 4.780], [-0.027, 1.782, 4.791], [1.374, 3.996, 6.045], [2.093, 2.264, 5.859], [3.642, 2.798, 4.137], [3.591, 4.568, 4.780], [3.487, 4.486, 2.222], [3.515, 2.462, 1.244], [2.914, 1.212, -0.896], [0.926, 0.979, -2.097], [-0.207, 0.858, -0.596], [0.352, 2.580, -1.285], [1.726, 1.535, 3.115], [0.179, 1.566, 2.503], [2.673, 0.149, 9.320], [2.455, -1.211, 9.007], [1.520, -1.536, 7.734], [1.276, -0.392, 6.801], [0.196, -2.177, 8.396], [-0.442, -1.446, 9.420], [2.245, -2.817, 7.081], [1.830, -3.210, 5.792], [2.910, 0.228, 10.384], [3.515, 0.524, 8.736], [1.783, 0.753, 9.118], [-0.433, -0.374, 9.205], [0.063, -1.637, 10.372], [-1.479, -1.781, 9.500], [2.505, -2.770, 5.052], [0.803, -2.894, 5.584], [1.884, -4.298, 5.718], [4.977, 6.454, -6.796], [3.599, 6.180, -6.650], [3.190, 4.723, -6.092], [4.292, 3.945, -5.445], [2.505, 4.012, -7.367], [3.234, 3.994, -8.575], [1.928, 5.048, -5.147], [1.476, 4.021, -4.292], [5.099, 7.227, -7.559], [5.375, 6.819, -5.849], [5.530, 5.565, -7.113], [4.298, 3.822, -8.392], [3.097, 4.945, -9.097], [2.851, 3.188, -9.207], [1.927, 4.158, -3.304], [1.735, 3.031, -4.678], [0.391, 4.089, -4.198], [1.482, 0.550, -13.798], [1.065, 1.714, -14.479], [0.982, 3.080, -13.626], [1.694, 3.065, -12.309], [-0.600, 3.377, -13.547], [-1.437, 2.343, -13.079], [1.499, 4.186, -14.677], [1.797, 5.469, -14.174], [1.078, -0.322, -14.319], [2.572, 0.497, -13.804], [1.116, 0.537, -12.767], [-0.968, 1.796, -12.256], [-1.660, 1.656, -13.900], [-2.374, 2.779, -12.722], [2.870, 5.530, -13.972], [1.239, 5.684, -13.257], [1.536, 6.215, -14.927], [-4.667, -5.495, 5.173], [-4.235, -5.647, 6.509], [-2.661, -5.901, 6.752], [-1.768, -5.592, 5.592], [-2.604, -7.426, 7.274], [-3.242, -8.410, 6.490], [-2.369, -5.057, 8.092], [-1.020, -4.852, 8.448], [-5.721, -5.778, 5.114], [-4.558, -4.453, 4.873], [-4.099, -6.138, 4.494], [-3.099, -8.219, 5.422], [-4.310, -8.424, 6.723], [-2.816, -9.387, 6.732], [-0.698, -3.877, 8.069], [-0.371, -5.634, 8.044], [-0.936, -4.854, 9.537], [-5.571, -5.901, -1.870], [-5.138, -6.053, -0.534], [-3.564, -6.308, -0.291], [-2.672, -5.998, -1.451], [-3.508, -7.832, 0.231], [-4.146, -8.816, -0.553], [-3.273, -5.463, 1.049], [-1.924, -5.258, 1.405], [-6.625, -6.184, -1.929], [-5.461, -4.859, -2.170], [-5.002, -6.544, -2.549], [-4.003, -8.625, -1.621], [-5.214, -8.831, -0.320], [-3.720, -9.793, -0.311], [-1.601, -4.283, 1.026], [-1.275, -6.040, 1.001], [-1.840, -5.260, 2.494]],
  "atomic_forces_ev_per_a": [[0.191, 0.295, -0.138], [-1.315, 1.969, 0.664], [0.049, -2.216, -0.457], [-1.852, 1.146, 5.321], [1.272, -0.875, -0.831], [1.343, -0.502, 0.120], [0.654, 0.449, 0.990], [1.010, -1.563, -0.052], [2.069, 3.466, -1.211], [-7.511, -4.442, -1.572], [2.912, -0.921, 1.907], [4.597, 3.302, 0.240], [1.023, -1.576, 0.827], [-0.049, -0.874, 1.241], [0.307, 1.013, -2.842], [-0.251, -0.730, -0.770], [0.169, 0.759, 0.102], [0.539, -1.438, -0.083], [1.025, 0.438, 2.015], [-1.165, -2.270, 0.565], [1.483, -0.591, -1.630], [0.924, 2.081, 0.917], [0.117, -0.556, -2.476], [-0.206, -1.286, -0.774], [1.255, 1.684, -1.532], [0.231, -1.492, -1.913], [-0.925, 1.979, -1.373], [-1.456, 1.906, 0.123], [-1.719, -1.875, -1.074], [-2.361, -0.616, 1.003], [-2.348, 0.345, -1.065], [-1.812, 0.365, 2.163], [-0.431, 1.070, 2.398], [1.754, 1.532, -0.798], [0.725, -2.033, 0.700], [-0.994, 0.751, -0.421], [0.878, 1.151, 0.085], [0.213, 0.927, 0.324], [-0.885, -0.915, -1.169], [0.377, -0.155, -0.310], [0.215, -1.080, 1.053], [1.361, 0.438, -1.067], [-0.432, 0.420, 0.767], [-0.516, 1.394, 1.639], [-0.270, -0.292, -1.101], [-0.010, -0.186, -0.192], [-0.057, 0.104, 0.037], [0.190, -0.014, -0.019], [-0.076, -0.056, 0.033], [-0.053, 0.090, -0.083], [0.208, -0.019, -0.147], [-0.133, -0.037, 0.034], [0.112, -0.101, -0.037], [-0.007, 0.164, 0.151], [0.988, 0.263, -0.142], [-1.098, -1.181, 0.517], [0.460, -0.332, 0.044], [-1.439, 1.052, -0.811], [-0.176, 0.398, 1.702], [0.433, -0.029, -0.921], [0.993, 0.345, -1.280], [-0.187, -0.583, 0.521], [-0.205, -0.096, 0.141], [0.115, -0.061, -0.071], [-0.012, 0.164, 0.153], [-0.047, -0.035, -0.048], [0.069, -0.112, 0.022], [-0.002, 0.161, 0.202], [-0.130, -0.170, -0.313], [-0.022, 0.076, 0.112], [0.098, 0.109, -0.115], [0.292, -0.852, 0.400], [-0.324, 1.568, 0.239], [0.540, 0.221, 0.311], [-1.004, -0.096, -1.638], [1.259, 0.514, -0.295], [-0.513, -0.580, 0.202], [-0.858, -1.769, 0.473], [0.355, 0.920, 0.403], [0.028, 0.252, -0.062], [-0.047, -0.072, 0.120], [0.181, -0.015, -0.119], [-0.086, 0.022, -0.001], [0.027, 0.000, 0.119], [0.249, 0.043, -0.078], [-0.167, 0.047, 0.065], [0.119, 0.019, -0.099], [-0.026, -0.217, 0.010], [-0.380, 0.090, -0.925], [1.343, -0.259, 0.894], [0.358, 0.269, -0.064], [-1.160, -0.398, 1.320], [0.431, 1.435, 0.215], [-0.423, -0.627, -0.422], [-1.373, -1.089, -1.294], [1.056, 0.319, 0.014], [0.172, 0.057, 0.184], [0.006, -0.072, -0.132], [-0.076, 0.206, 0.016], [0.004, -0.086, 0.035], [0.081, -0.006, -0.092], [0.019, 0.270, 0.019], [-0.114, -0.627, 0.080], [-0.023, 0.080, 0.092], [-0.149, -0.065, -0.089], [-0.383, 0.107, -0.939], [1.293, -0.273, 0.956], [0.521, 0.303, -0.480], [-1.296, -0.469, 1.533], [0.395, 1.383, 0.301], [-0.416, -0.616, -0.427], [-1.232, -0.963, -1.124], [1.014, 0.222, 0.259], [0.164, 0.054, 0.195], [0.015, -0.084, -0.126], [-0.061, 0.217, 0.038], [0.008, -0.085, 0.047], [0.076, -0.007, -0.095], [0.021, 0.268, 0.015], [0.058, -0.158, -0.021], [-0.031, 0.155, 0.044], [-0.152, -0.054, -0.078]],
  "mulliken_charge": [-0.872, -0.370, 0.101, -0.815, -0.455, -0.744, -0.487, -0.130, 0.957, -0.577, 0.254, -0.125, -1.460, 0.383, -0.445, -0.723, 0.085, 0.090, 0.172, 0.241, 0.323, 0.318, 0.288, 0.317, 0.426, 0.328, 0.053, 0.258, 0.356, 0.476, 0.572, 0.499, 0.267, 0.271, 0.172, 0.490, 0.616, -0.583, -0.363, 0.619, -0.276, -0.292, -0.734, -0.376, -0.636, 0.245, 0.266, 0.258, 0.300, 0.282, 0.302, 0.242, 0.292, 0.264, -0.610, -0.302, 0.963, -0.641, -0.300, -0.603, -0.352, -0.378, 0.250, 0.255, 0.320, 0.324, 0.233, 0.259, -0.224, 0.351, 0.345, -0.599, -0.346, 0.906, -0.492, -0.292, -0.598, -0.365, -0.634, 0.247, 0.264, 0.298, 0.294, 0.242, 0.269, 0.252, 0.307, 0.250, -0.551, -0.359, 0.956, -0.558, -0.344, -0.585, -0.371, -0.561, 0.280, 0.251, 0.241, 0.273, 0.243, 0.272, 0.330, 0.349, 0.308, -0.615, -0.277, 0.867, -0.664, -0.268, -0.637, -0.230, -0.540, 0.243, 0.260, 0.317, 0.316, 0.251, 0.274, 0.241, 0.335, 0.138]
}


{
  "formula": "C3H11NO3",
  "method": "ωB97M-V/def2-TZVPD",
  "energy_ha": -401.3491,
  "e_above_lowest_kj_mol": 167.8,
  "smiles": "CN(C)C=O.O.O",
  "spin_multiplicity": 1,
  "e_lumo_ev": 0.73,
  "symbols": ["C", "N", "C", "C", "O", "H", "H", "H", "H", "H", "H", "H", "O", "H", "H", "O", "H", "H"],
  "coordinates": [[0.093, -1.907, 3.028], [-0.395, -0.619, 2.592], [-1.602, -0.128, 3.231], [0.045, -0.093, 1.414], [1.147, -0.367, 0.977], [-0.167, -2.155, 4.045], [1.185, -2.007, 2.925], [-0.082, -2.628, 2.208], [-2.179, -0.924, 3.721], [-2.259, 0.425, 2.564], [-1.343, 0.466, 4.114], [-0.591, 0.664, 0.932], [-0.607, 1.506, -5.815], [-0.635, 0.680, -6.298], [0.200, 2.016, -6.028], [2.322, 1.801, -4.953], [2.622, 0.973, -4.547], [2.247, 2.298, -4.109]],
  "atomic_forces_ev_per_a": [[2.018, -0.481, -1.740], [-1.178, 0.260, -0.140], [-0.066, -0.256, 1.066], [1.128, 0.031, 0.915], [-0.309, -0.250, -0.639], [-0.496, -0.200, -0.056], [-0.001, 0.911, 0.637], [-1.101, -0.335, 0.824], [0.036, -0.241, -0.728], [0.149, 0.083, -0.082], [0.064, 0.526, -0.312], [-0.238, -0.045, 0.243], [-0.017, 0.817, 0.259], [0.439, 0.066, -0.244], [-0.456, -0.959, 0.042], [0.289, 0.088, 1.625], [-0.069, -0.211, -0.712], [-0.190, 0.195, -0.958]],
  "mulliken_charge": [-1.000, 0.132, -0.910, 0.099, -0.583, 0.409, 0.323, 0.295, 0.330, 0.319, 0.302, 0.283, -0.646, 0.307, 0.332, -0.632, 0.317, 0.322]
}


{
  "formula": "C26H23F2N3O6",
  "method": "ωB97M-V/def2-TZVPD",
  "energy_ha": -1820.0979,
  "e_above_lowest_kj_mol": 4.1,
  "smiles": "COc1ccc(C2(c3ccc(OC)cc3)NC(=O)N(CC(=O)Nc3ccc(OC(F)F)cc3)C2=O)cc1",
  "spin_multiplicity": 1,
  "e_lumo_ev": 0.57,
  "symbols": ["C", "O", "C", "C", "C", "C", "C", "C", "C", "C", "C", "O", "C", "C", "C", "N", "C", "O", "N", "C", "C", "O", "N", "C", "C", "C", "C", "O", "C", "F", "F", "C", "C", "C", "O", "C", "C", "H", "H", "H", "H", "H", "H", "H", "H", "H", "H", "H", "H", "H", "H", "H", "H", "H", "H", "H", "H", "H", "H", "H"],
  "coordinates": [[-3.285, -2.352, -2.004], [-2.718, -1.088, -2.254], [-1.925, -0.527, -1.311], [-1.582, -1.113, -0.096], [-0.762, -0.441, 0.793], [-0.286, 0.828, 0.501], [0.712, 1.498, 1.447], [0.436, 1.235, 2.905], [-0.840, 1.456, 3.402], [-1.126, 1.276, 4.743], [-0.122, 0.867, 5.616], [-0.284, 0.657, 6.947], [-1.554, 0.867, 7.517], [1.163, 0.646, 5.116], [1.439, 0.833, 3.779], [0.861, 2.914, 1.189], [1.890, 3.195, 0.359], [2.220, 4.252, -0.099], [2.564, 1.971, 0.153], [3.574, 1.810, -0.872], [2.892, 1.206, -2.117], [2.732, 1.829, -3.138], [2.466, -0.063, -1.884], [1.559, -0.825, -2.623], [1.177, -2.056, -2.088], [0.269, -2.851, -2.752], [-0.282, -2.419, -3.952], [-1.201, -3.309, -4.532], [-1.758, -3.039, -5.712], [-2.506, -1.906, -5.715], [-0.854, -2.866, -6.711], [0.083, -1.197, -4.488], [1.006, -0.405, -3.826], [2.013, 0.955, 0.870], [2.434, -0.180, 0.923], [-0.614, 1.407, -0.721], [-1.428, 0.743, -1.612], [-3.892, -2.576, -2.879], [-2.516, -3.121, -1.893], [-3.922, -2.337, -1.114], [-1.937, -2.097, 0.166], [-0.485, -0.912, 1.724], [-1.628, 1.766, 2.730], [-2.130, 1.456, 5.093], [-1.880, 1.905, 7.400], [-2.305, 0.198, 7.083], [-1.442, 0.642, 8.576], [1.931, 0.328, 5.803], [2.437, 0.653, 3.410], [0.173, 3.597, 1.453], [4.372, 1.161, -0.504], [3.958, 2.802, -1.116], [2.705, -0.471, -0.984], [1.593, -2.380, -1.146], [-0.022, -3.811, -2.357], [-2.415, -3.879, -5.991], [-0.334, -0.840, -5.415], [1.296, 0.544, -4.244], [-0.236, 2.383, -0.987], [-1.687, 1.184, -2.560]],
  "atomic_forces_ev_per_a": [[-0.100, -0.169, 0.038], [0.078, 0.259, -0.060], [0.125, 0.228, 0.087], [-0.191, -0.191, -0.160], [0.026, 0.195, -0.066], [-0.259, 0.004, 0.072], [-0.295, -0.183, -0.024], [0.051, -0.085, -0.026], [0.284, -0.048, -0.122], [-0.124, 0.011, 0.338], [0.149, -0.003, -0.195], [0.272, -0.052, -0.146], [-0.213, 0.036, 0.088], [-0.130, 0.024, 0.218], [-0.163, 0.021, 0.005], [-0.149, -0.039, 0.107], [0.010, 0.063, 0.147], [0.129, 0.326, -0.278], [0.179, 0.104, 0.036], [0.038, 0.071, -0.298], [0.380, -0.023, 0.439], [-0.087, 0.239, -0.277], [0.160, -0.295, 0.263], [-0.232, -0.183, -0.280], [0.074, 0.181, -0.136], [-0.202, 0.006, -0.333], [0.049, -0.067, 0.083], [0.515, 0.188, 0.737], [-0.903, -0.532, -1.089], [-0.106, 0.235, 0.283], [0.333, -0.045, 0.003], [-0.132, -0.144, -0.064], [0.087, 0.059, 0.054], [0.307, 0.072, 0.199], [0.016, -0.098, 0.203], [-0.046, -0.071, 0.109], [-0.149, -0.227, -0.092], [0.036, -0.040, 0.075], [-0.009, 0.015, 0.012], [0.039, -0.001, -0.015], [-0.063, -0.117, -0.012], [0.002, -0.074, 0.090], [-0.116, -0.009, -0.064], [-0.080, 0.008, 0.071], [0.008, -0.043, -0.010], [0.026, 0.035, 0.006], [-0.060, 0.028, -0.072], [0.101, -0.044, 0.089], [0.121, -0.053, -0.016], [0.080, 0.055, -0.058], [-0.060, 0.072, 0.010], [-0.037, -0.205, -0.005], [-0.007, 0.248, -0.117], [0.043, -0.052, 0.124], [-0.031, -0.123, 0.066], [0.276, 0.272, 0.192], [-0.035, -0.023, -0.036], [0.014, 0.024, -0.016], [0.013, 0.100, -0.035], [-0.040, 0.061, -0.143]],
  "mulliken_charge": [-0.892, -0.475, 0.887, -0.665, -0.761, -0.829, 3.341, -0.674, -0.190, -0.936, 0.868, -0.460, -0.838, -1.097, -0.285, -0.020, 0.163, -0.649, 0.208, -0.927, 0.685, -0.644, -0.060, 0.291, -0.350, -0.321, 0.362, -0.359, 0.348, -0.240, -0.251, -0.602, -0.862, -0.624, -0.713, -0.399, -0.903, 0.240, 0.265, 0.410, 0.435, 0.568, 0.452, 0.407, 0.336, 0.331, 0.244, 0.438, 0.500, 0.254, 0.315, 0.458, 0.218, 0.390, 0.506, 0.151, 0.423, 0.523, 0.551, 0.455]
}


Going through the records in order, we get frontier orbital gap values of 7.67, 9.94, 8.83 eV.